(1)
127
Properties=species:S:1:pos:R:3:mulliken_charge:R:1 method="wB97M-V/def2-TZVPD" de_lowest_kj_mol=1686.7 smiles="COCCCCCCCc1cc2c(cc1CCCCCCCSc1nnco1)C(=O)c1ccccc1C2=O.COP(=O)(OC)OC.COP(=O)(OC)OC.COP(=O)(OC)OC" largest_force_ev_per_a=10.054 lumo_ha=-0.1043 energy_ha=-4297.94739
C -3.37804 1.89744 -6.79024 -0.3599
O -2.86063 0.59047 -7.13719 -0.4100
C -1.85240 0.12755 -6.20264 -0.1293
C -2.32255 -1.29849 -5.62383 -0.6693
C -2.47581 -1.30460 -4.01285 -0.2665
C -4.02804 -1.25496 -3.52598 -0.6608
C -4.07001 -0.87055 -1.94360 -0.0043
C -4.49104 0.65809 -1.68432 -0.2183
C -4.64783 1.01782 -0.10317 -0.6875
C -3.36323 1.77528 0.45966 0.3278
C -2.00479 0.97431 0.39016 -0.1540
C -0.69035 1.62140 0.87019 0.2165
C -0.67911 3.07817 1.48165 0.2577
C -2.01687 3.84657 1.54160 -0.6367
C -3.37099 3.22069 1.01854 0.5175
C -4.69740 4.11881 1.07888 -0.8757
C -4.34569 5.48519 0.25516 -0.8523
C -4.30684 5.27090 -1.33572 -0.2083
C -2.88896 4.79824 -1.92586 0.2884
C -2.07901 5.93416 -2.73482 -0.4951
C -1.29892 5.23014 -3.95281 -0.4982
C -1.90466 5.51697 -5.41212 -0.6760
S -3.70335 5.10807 -5.61961 -0.0061
C -4.75549 6.34484 -4.75573 0.3275
N -5.95559 6.19357 -3.98505 -0.2138
N -6.36352 7.40696 -3.49821 -0.3973
C -5.45808 8.43426 -3.93453 0.0670
O -4.48314 7.75409 -4.72000 -0.2900
C 0.73687 3.68449 1.96792 -0.0153
O 0.85934 4.32809 3.03636 -0.5443
C 1.96719 3.34804 0.97664 0.4302
C 3.07585 4.36472 0.63363 -0.5137
C 4.21124 4.01006 -0.35936 -0.4717
C 4.17802 2.57844 -1.00224 -0.5573
C 3.07542 1.52017 -0.63017 -0.2793
C 1.95466 1.89404 0.36314 0.5275
C 0.75231 0.90497 0.79700 0.2049
O 0.93825 -0.30322 1.08781 -0.5884
H -2.64925 2.54889 -6.19528 0.0518
H -4.35166 1.73795 -6.20118 0.2642
H -3.66282 2.46860 -7.75037 0.2625
H -0.87810 0.00036 -6.80621 0.2316
H -1.65511 0.83341 -5.32580 0.0552
H -3.28243 -1.62427 -6.16268 0.3424
H -1.51304 -2.08582 -5.87933 0.3188
H -1.95972 -2.26055 -3.64285 0.1739
H -1.94779 -0.37433 -3.57996 0.1524
H -4.65986 -0.51657 -4.12568 0.2398
H -4.40035 -2.33933 -3.58519 0.2563
H -3.03105 -1.12925 -1.53577 -0.2403
H -4.80005 -1.61758 -1.44535 0.3470
H -5.44938 0.90355 -2.27952 0.4488
H -3.65321 1.34141 -2.09344 -0.0627
H -5.63993 1.54707 0.08289 0.2457
H -4.71959 -0.00244 0.43182 0.4181
H -1.94850 -0.09908 -0.01364 -0.0750
H -2.06420 4.91314 1.97583 0.2794
H -5.47673 3.58068 0.41972 0.0869
H -5.06853 4.34408 2.13195 0.3709
H -3.40483 6.00615 0.63915 0.2750
H -5.22268 6.20043 0.47847 0.4069
H -5.17971 4.57188 -1.60611 0.3465
H -4.52781 6.30262 -1.80668 -0.1284
H -3.11241 3.91509 -2.64266 -0.1938
H -2.16505 4.37492 -1.14158 0.0028
H -2.69723 6.84958 -3.02028 0.3707
H -1.26078 6.31916 -2.01010 0.3280
H -0.19142 5.54438 -3.90622 0.3729
H -1.30411 4.08920 -3.80108 0.1089
H -1.31910 4.87834 -6.18002 0.4110
H -1.65796 6.60720 -5.68167 0.4059
H -5.53209 9.55278 -3.72073 0.3380
H 3.01668 5.39186 1.14310 0.3300
H 5.03377 4.77403 -0.61339 0.3327
H 5.01358 2.36745 -1.75719 0.2933
H 3.11732 0.50306 -1.13605 0.2427
C 8.94980 -1.96947 0.91565 -0.5593
O 7.76599 -2.54902 0.38875 -0.5166
P 6.25528 -1.85788 0.83033 1.0839
O 6.79932 -0.43551 0.88401 -0.6371
O 6.34540 -2.56462 2.31246 -0.1304
C 6.42752 -3.98702 2.35746 -0.7874
O 4.67066 -1.28263 1.20003 -0.2886
C 3.63860 -1.87481 0.41396 -0.3072
H 9.76212 -2.68791 0.78436 0.2478
H 9.20234 -1.06297 0.36404 0.2360
H 8.84288 -1.75214 1.98138 0.2697
H 7.45637 -4.28071 2.57952 0.2526
H 6.11812 -4.43816 1.41105 0.4001
H 5.77478 -4.35318 3.15361 0.2467
H 3.63377 -2.96051 0.55282 0.3638
H 3.79275 -1.63720 -0.64327 0.3515
H 2.67616 -1.46998 0.73388 -0.1324
C 6.04467 -3.15299 6.16334 -0.3599
O 6.67205 -4.31083 6.69703 -0.4690
P 5.72444 -5.73004 6.89582 1.1224
O 4.87558 -5.46720 5.65781 -0.6070
O 5.00969 -5.08738 8.23040 -0.2997
C 5.85467 -4.73384 9.32152 -0.6790
O 4.89432 -7.21906 7.16705 -0.2422
C 5.74834 -8.30533 7.51866 -0.7374
H 6.68200 -2.29280 6.37927 0.2777
H 5.94895 -3.24242 5.08117 -0.0063
H 5.06665 -2.98613 6.62146 0.3117
H 5.98377 -3.64919 9.34030 0.2408
H 6.83410 -5.21296 9.24543 0.3343
H 5.37868 -5.04969 10.25254 0.2483
H 6.30367 -8.06990 8.43128 0.3118
H 6.44730 -8.51018 6.70283 0.3401
H 5.13650 -9.19125 7.69361 0.2344
C -4.13760 -5.90555 2.63628 -0.5740
O -2.77474 -5.83786 2.24396 -0.4800
P -2.25623 -4.47442 1.33533 0.9545
O -3.19918 -3.50907 2.04197 -0.6196
O -2.96710 -5.08448 -0.01783 -0.2347
C -2.52022 -6.35666 -0.47660 -0.7693
O -1.59979 -3.17682 0.40628 -0.0304
C -0.17766 -3.20240 0.29096 -0.8983
H -4.35182 -6.93627 2.92762 0.2482
H -4.31253 -5.26258 3.49975 0.2253
H -4.80031 -5.62921 1.81226 0.2893
H -3.26020 -7.11548 -0.21147 0.2594
H -1.55452 -6.62628 -0.04152 0.3587
H -2.42068 -6.32420 -1.56399 0.2528
H 0.14601 -4.13671 -0.17841 0.4418
H 0.27810 -3.10695 1.28001 0.4304
H 0.13953 -2.36339 -0.32937 0.1347


(2)
137
Properties=species:S:1:pos:R:3:mulliken_charge:R:1 method="wB97M-V/def2-TZVPD" total_charge=+1 largest_force_ev_per_a=5.137 lumo_ha=-0.1487 energy_ha=-4026.02367
C -1.90324 -4.84049 3.13099 -0.9513
C -2.98297 -4.08438 2.17921 0.6748
C -3.88270 -5.23835 1.54466 -1.2026
C -2.07131 -3.30722 1.09081 0.1012
C -2.80130 -2.06078 0.41725 -0.3935
N -3.77600 -2.38987 -0.66836 0.1311
C -3.24053 -3.24384 -1.68347 -0.4810
N -3.61275 -4.67745 -1.58660 -0.3392
N -2.48115 -2.80388 -2.70693 0.2545
C -1.96750 -3.78052 -3.72607 0.0268
C -1.49879 -3.10522 -5.09047 -0.4739
O -0.31162 -2.79230 -5.22847 -0.3592
P -2.11976 -1.05176 -2.72626 0.5940
O -3.36967 -0.17003 -2.60660 -0.6601
H -1.29610 -4.02988 3.63756 -0.1696
H -1.24597 -5.42940 2.40391 0.3789
H -2.42791 -5.54778 3.84334 0.4294
H -3.56818 -3.36667 2.84365 0.2661
H -4.82784 -4.79962 1.08314 0.0929
H -4.20756 -5.93473 2.37701 0.5282
H -3.31444 -5.87596 0.77748 0.0820
H -1.59655 -4.04234 0.36606 0.2289
H -1.20310 -2.87256 1.70658 -0.0800
H -2.00217 -1.30852 0.12777 -0.2257
H -3.41008 -1.55922 1.24950 0.5792
H -4.66865 -2.74499 -0.29777 0.3213
H -2.77757 -5.27262 -1.62934 0.3037
H -4.26471 -4.84778 -2.36345 0.3174
H -2.73458 -4.58046 -4.00042 0.3695
H -1.04558 -4.27563 -3.26709 0.1890
H -2.26700 -2.90846 -5.92197 0.3041
H -1.15588 -0.81054 -1.67288 0.0500
H -1.45904 -0.63734 -3.93780 0.1406
C 2.92519 2.70645 -2.56279 -1.7425
C 2.41711 1.72853 -1.52697 0.9724
C 1.83123 0.47960 -2.10906 -0.5950
O 0.94312 0.06148 -1.07095 -0.0779
C 0.55576 1.19639 -0.41579 0.4983
O -0.32946 1.23851 0.38800 -0.5928
O 1.30457 2.26284 -0.79882 -0.3857
H 3.32971 3.59085 -2.07751 0.3600
H 3.71055 2.25747 -3.17489 0.2637
H 2.11841 3.04824 -3.21615 0.5456
H 3.20946 1.50259 -0.80842 0.2431
H 2.58582 -0.28161 -2.31071 0.2376
H 1.24347 0.65306 -3.01771 0.3312
C 0.46077 8.06450 -3.59008 -1.2034
C 1.67649 7.28184 -4.03247 0.5017
C 1.35955 5.92271 -4.58030 -0.5176
O 2.58024 5.22097 -4.35121 -0.2827
C 3.15910 5.80108 -3.26233 0.6985
O 4.10045 5.35067 -2.67498 -0.6397
O 2.52549 6.95825 -2.92985 -0.2476
H 0.75903 9.03149 -3.19884 0.0729
H -0.22702 8.22482 -4.42473 0.4343
H -0.07134 7.55196 -2.78533 0.3277
H 2.26323 7.87368 -4.74379 0.2502
H 1.11472 5.94589 -5.64297 0.3524
H 0.55916 5.40911 -4.03810 0.2995
C -9.84615 -4.97128 -0.05009 -1.4403
C -9.16927 -4.31385 1.13151 0.5245
C -9.04352 -2.82413 1.00967 -0.5481
O -7.92628 -2.55372 1.85337 -0.2951
C -7.15035 -3.67224 1.83720 0.6066
O -6.04114 -3.73400 2.28388 -0.5163
O -7.80163 -4.71159 1.24352 -0.3045
H -9.89847 -6.05246 0.09760 0.3650
H -10.86082 -4.59048 -0.18274 0.3816
H -9.28246 -4.80781 -0.97233 0.3393
H -9.67734 -4.59863 2.05898 0.2710
H -9.93327 -2.29848 1.35774 0.3223
H -8.80077 -2.48743 -0.00322 0.2829
C 1.53139 -0.55032 4.51599 -1.2781
C 1.96259 -1.99810 4.44335 0.5493
C 2.95635 -2.28347 3.35638 -0.4677
O 2.73547 -3.67118 3.11273 -0.3347
C 1.43426 -3.91559 3.42893 0.5077
O 0.85194 -4.92792 3.17196 -0.5284
O 0.87845 -2.85216 4.07560 -0.1827
H 0.80384 -0.41220 5.31956 0.2545
H 2.38500 0.10407 4.70513 0.4076
H 1.04059 -0.23503 3.59128 0.2410
H 2.33122 -2.32738 5.42096 0.2391
H 3.98461 -2.09987 3.66984 0.3271
H 2.75994 -1.73482 2.42980 0.2048
C -3.31229 -4.47839 8.13544 -1.5607
C -2.54703 -3.59703 7.17402 1.0206
C -1.09836 -3.42791 7.52493 -0.5029
O -0.78873 -2.18250 6.90485 -0.2640
C -1.94863 -1.46685 6.87661 0.6242
O -2.01987 -0.30857 6.59674 -0.5454
O -3.01394 -2.24877 7.21155 -0.3767
H -4.35817 -4.55367 7.82854 0.3670
H -2.88777 -5.48407 8.16854 0.3824
H -3.31132 -4.05944 9.14491 0.3757
H -2.67067 -3.96561 6.14949 -0.1497
H -0.47483 -4.22944 7.12610 0.3280
H -0.91659 -3.33267 8.60004 0.3016
C 3.04531 13.59095 -1.77957 -1.4376
C 1.89394 12.76123 -1.25740 0.5041
C 2.05180 12.33136 0.17101 -0.5496
O 1.23953 11.16086 0.21734 -0.3303
C 1.24807 10.63520 -1.03845 0.6272
O 0.82591 9.55310 -1.32262 -0.4924
O 1.80360 11.50480 -1.92943 -0.3005
H 2.87231 13.86330 -2.82339 0.3543
H 3.16405 14.50734 -1.19773 0.3806
H 3.98296 13.02998 -1.75333 0.3541
H 0.94907 13.29301 -1.41373 0.2517
H 1.69586 13.08302 0.87655 0.3110
H 3.07687 12.05061 0.43202 0.3070
C 1.94438 -3.59142 -3.39909 -1.0148
C 3.01636 -4.63657 -3.18485 0.4658
C 2.49092 -6.03975 -3.09744 -0.4607
O 3.50578 -6.68849 -2.34000 -0.3426
C 4.06890 -5.73064 -1.54729 0.5022
O 4.82235 -5.95289 -0.65214 -0.5107
O 3.65094 -4.48459 -1.91699 -0.2627
H 2.39205 -2.59566 -3.44550 0.2371
H 1.40248 -3.76969 -4.32650 0.4406
H 1.23192 -3.57651 -2.56802 0.1309
H 3.78682 -4.54511 -3.95817 0.2649
H 2.37599 -6.50605 -4.07710 0.3257
H 1.54630 -6.11909 -2.54823 0.2588
C 7.74056 3.91886 -1.18666 -1.3877
C 7.43016 2.47288 -0.87137 0.5109
C 7.83069 1.51399 -1.95246 -0.5456
O 6.94612 0.41976 -1.71670 -0.3328
C 5.82775 0.94566 -1.14857 0.6013
O 4.80235 0.34742 -0.98809 -0.5530
O 6.02359 2.24271 -0.78811 -0.2725
H 7.41743 4.56264 -0.36542 0.3565
H 8.81175 4.06532 -1.34088 0.3941
H 7.20420 4.25507 -2.07777 0.2944
H 7.87189 2.19734 0.09241 0.2360
H 8.87204 1.20078 -1.87028 0.3197
H 7.64840 1.89350 -2.96258 0.3040